DFT (ωB97M-V/def2-TZVPD) results for a 2-piece molecular cluster, C13H29F3N6O7PS2 overall at a distorted geometry.

**Gap between HOMO and LUMO**: 6.45 eV
**HOMO**: -0.4177 Eh
**Spin multiplicity**: 1
**Charge**: +1

Last columns: bonded neighbours and bond lengths (Å).
Geometry (Å):
1 N 1.9020 2.5860 3.5859  C2 1.488, H25 1.016, H26 1.014
2 C 1.8936 3.1135 2.1942  N1 1.488, C3 1.573, H27 1.105, H28 1.108
3 C 1.9590 1.8686 1.2342  C2 1.573, C4 1.573, H29 1.113, H30 1.105
4 C 0.5315 1.2094 1.2582  C3 1.573, C5 1.586, H31 1.109, H32 1.104
5 C -0.2001 1.2684 -0.1476  C4 1.586, N6 1.491, H33 1.104, H34 1.104
6 N -0.4735 -0.1363 -0.5650  C5 1.491, N7 1.390, C8 1.313
7 N 0.3122 -0.7460 -1.5356  N6 1.390, H35 1.013, H36 1.016
8 C -1.4767 -0.7341 0.0348  N6 1.313, N9 1.398, N23 1.355
9 N -2.2958 -0.1158 0.9841  C8 1.398, C10 1.323
10 C -3.2065 -1.0113 1.3286  N9 1.323, C11 1.517, N15 1.375
11 C -4.2641 -0.5762 2.3255  C10 1.517, C12 1.591, H37 1.100, H38 1.104
12 C -5.5634 -0.2061 1.4844  C11 1.591, C13 1.569, H39 1.108, H40 1.107
13 C -6.8685 -0.2133 2.3545  C12 1.569, S14 1.854, H41 1.106, H42 1.102
14 S -8.0740 -1.4062 1.6065  C13 1.854, H43 1.367
15 N -3.0125 -2.2105 0.6841  C10 1.375, S16 1.698, N23 1.371
16 S -3.9439 -3.6152 0.8916  N15 1.698, O17 1.426, O18 1.426, C19 1.864
17 O -4.9446 -3.4613 1.8956  S16 1.426
18 O -3.0649 -4.6618 1.2975  S16 1.426
19 C -4.8487 -4.0547 -0.6771  S16 1.864, F20 1.344, F21 1.334, F22 1.300
20 F -5.8470 -3.1607 -0.7808  C19 1.344
21 F -4.0917 -3.9317 -1.7691  C19 1.334
22 F -5.3813 -5.2372 -0.5827  C19 1.300
23 N -1.9249 -2.0028 -0.1236  C8 1.355, N15 1.371, O24 1.355
24 O -1.4360 -2.9851 -0.9183  N23 1.355, H44 0.977
25 H 2.6802 3.0380 4.0570  N1 1.016
26 H 1.0406 2.8087 4.0729  N1 1.014
27 H 2.7481 3.7928 2.0220  C2 1.105
28 H 0.9644 3.6997 2.0498  C2 1.108
29 H 2.3022 2.1569 0.2151  C3 1.113
30 H 2.6566 1.1623 1.7191  C3 1.105
31 H 0.6619 0.1491 1.5564  C4 1.109
32 H -0.1267 1.6636 2.0196  C4 1.104
33 H 0.4275 1.7790 -0.8985  C5 1.104
34 H -1.1310 1.8568 -0.0708  C5 1.104
35 H -0.2241 -1.0765 -2.3286  N7 1.013
36 H 0.9297 -1.4567 -1.1547  N7 1.016
37 H -4.5118 -1.3280 3.0897  C11 1.100
38 H -3.8950 0.3637 2.7724  C11 1.104
39 H -5.4575 0.8010 1.0337  C12 1.108
40 H -5.6116 -0.9579 0.6733  C12 1.107
41 H -7.3619 0.7738 2.2847  C13 1.106
42 H -6.6732 -0.4419 3.4144  C13 1.102
43 H -7.7608 -1.2840 0.2819  S14 1.367
44 H -1.7893 -2.8628 -1.8210  O24 0.977
45 C 6.8359 2.9018 -2.0731  O46 1.428, H53 1.089, H54 1.087, H55 1.092
46 O 5.4684 2.8015 -2.4715  C45 1.428, P47 1.695
47 P 4.6314 1.3695 -2.1210  O46 1.695, O48 1.517, O49 1.648, O51 1.703
48 O 4.9903 1.4463 -0.6486  P47 1.517
49 O 5.7320 0.5007 -2.9871  P47 1.648, C50 1.431
50 C 5.9346 0.7862 -4.3741  O49 1.431, H56 1.090, H57 1.090, H58 1.091
51 O 3.6830 -0.0240 -1.8752  P47 1.703, C52 1.422
52 C 4.2949 -1.1242 -1.2149  O51 1.422, H59 1.090, H60 1.089, H61 1.092
53 H 6.9283 3.7413 -1.3850  C45 1.089
54 H 7.2045 1.9981 -1.5941  C45 1.087
55 H 7.4409 3.1040 -2.9592  C45 1.092
56 H 6.9987 0.9562 -4.5399  C50 1.090
57 H 5.3861 1.6699 -4.6992  C50 1.090
58 H 5.6206 -0.0728 -4.9688  C50 1.091
59 H 4.3870 -0.9205 -0.1477  C52 1.090
60 H 5.2702 -1.3600 -1.6373  C52 1.089
61 H 3.6443 -1.9910 -1.3515  C52 1.092